# C24H36O18

6 unconnected molecules or ions with the total composition C24H36O18 in a non-equilibrium geometry (ωB97M-V with the def2-TZVPD basis set, the OMol25 dataset).

The geometry in ORCA input format:
```
! wB97M-V def2-TZVPD RIJCOSX def2/J DEFGRID3
* xyz 0 1
H 13.8832 -18.0022 -4.7134
H 12.3002 -8.8597 -5.7602
C 6.9327 -14.8524 3.8907
C 8.9586 -13.9150 4.1756
O 14.1838 -21.2600 1.5082
H 21.4127 -18.3192 -2.2814
H 14.0546 -8.0176 -6.6569
H 7.5509 -13.7102 2.0560
O 22.5496 -14.5887 -2.1676
C 12.4839 -9.2927 -6.7436
O 17.0549 -19.9971 -6.5044
H 8.7240 -16.1775 1.2625
H 24.1919 -16.7367 -2.1155
O 14.9868 -19.6292 -5.4116
C 15.9470 -18.0408 -3.9923
H 14.3092 -9.4251 -7.7660
C 12.6142 -18.8618 3.2814
H 7.6631 -16.7972 2.3044
O 21.8192 -14.3345 -0.1686
C 13.2340 -21.4003 2.5544
C 16.3726 -13.0324 1.8122
C 13.9152 -19.3370 -3.3592
C 22.7849 -15.5366 -3.1606
H 13.5089 -20.4300 4.4778
O 7.7378 -14.0674 4.7458
H 21.8043 -15.6437 -3.6244
H 11.5714 -19.1204 3.0978
C 13.6133 -8.6620 -7.4173
H 7.0939 -15.9625 0.8194
H 11.7307 -11.3407 -5.9714
H 14.3342 -10.6014 0.8351
C 22.4476 -18.0597 -2.5046
C 14.9183 -12.6551 1.4414
O 16.4070 -20.7110 1.5283
C 15.2689 -20.6619 2.0214
H 16.9250 -13.0824 0.8739
C 7.7559 -15.9061 1.6835
H 14.4738 -12.3579 2.3912
H 16.0668 -18.4414 -2.9857
H 14.4244 -20.2574 -3.0734
C 14.6278 -18.7348 -4.4020
O 12.6111 -13.8250 -0.7582
H 23.5367 -15.2354 -3.8901
O 9.8570 -13.2221 4.6464
O 16.9122 -18.6636 -4.7181
H 6.6850 -15.8581 4.2302
H 15.8840 -16.9867 -4.2624
O 14.8706 -19.8995 3.0534
H 12.5062 -11.4340 -7.5115
H 22.6467 -18.3556 -3.5346
H 12.6007 -18.2067 4.1525
H 12.9796 -19.7463 -3.7402
O 11.3010 -9.0942 -7.5553
O 13.9645 -12.1402 -0.5802
H 15.7220 -11.2719 0.1232
H 13.4289 -11.1134 -6.2026
O 13.0108 -8.0261 -8.5384
C 11.6382 -8.1814 -8.5438
H 16.8657 -12.3524 2.5070
C 12.4562 -10.8307 -6.6051
H 23.0567 -18.7717 -1.9476
H 12.2782 -21.3647 2.0316
C 13.5380 -13.3255 -0.2216
O 8.9855 -14.6604 3.0308
C 13.5080 -20.1162 3.4339
C 14.7044 -11.5352 0.4117
H 12.8523 -18.3373 2.3561
H 13.5340 -22.3688 2.9545
O 10.9127 -7.6769 -9.3903
H 5.9650 -14.3573 3.8101
C 7.6224 -14.6701 2.5674
C 22.1610 -15.0952 -1.0598
H 13.7532 -18.7081 -2.4837
C 16.3549 -19.4939 -5.6332
C 23.1049 -16.6989 -2.1874
O 14.2597 -13.7301 0.8943
O 22.5933 -16.2759 -0.9492
H 16.3620 -14.0206 2.2720
*
```

Properties
**HOMO-LUMO gap**: 0.389 Ha
**Highest occupied orbital energy**: -10.4 eV
**Structure (SMILES)**: C[C@H]1COC(=O)O1.C[C@H]1COC(=O)O1.C[C@H]1COC(=O)O1.C[C@H]1COC(=O)O1.C[C@H]1COC(=O)O1.C[C@H]1COC(=O)O1
**Energy**: -62323.0873 eV